Entry 1:
This record from the Open Molecules 2025 dataset describes a cluster of 2 separate species, C4H9NO in total. The level of theory is ωB97M-V/def2-TZVPD.

Summary:
Kohn-Sham gap = 9.329 eV
energy relative to the best compared isomer or geometry (same formula, charge and spin) = 230.17 kJ/mol
HOMO = -8.4 eV
SMILES string = C=C=O.CNC

```
15
Properties=species:S:1:pos:R:3:lowdin_charge:R:1
C 0.1289 0.1605 -1.3729 -0.12
C -1.6598 1.2848 0.8396 -0.02
C -0.4526 0.9674 1.2907 -0.35
O 0.5433 1.0259 1.9223 0.09
N 0.0082 -0.6323 -0.1561 -0.20
C 1.2498 -1.2683 0.2628 -0.10
H 0.4838 -0.4299 -2.2267 0.08
H -0.8265 0.6256 -1.6274 0.07
H 0.8318 0.9782 -1.1849 0.10
H -2.0877 2.2082 1.2026 0.05
H -2.1950 0.6834 0.1231 0.04
H -0.7448 -1.3062 -0.2226 0.12
H 1.9012 -1.4798 -0.5933 0.08
H 1.7771 -0.6093 0.9630 0.07
H 1.0423 -2.2082 0.7800 0.09
```

=====

Entry 2:
This record from the Open Molecules 2025 dataset describes the molecule C4H12N2O in a non-equilibrium geometry. The level of theory is ωB97M-V/def2-TZVPD.

Summary:
Kohn-Sham gap = 9.490 eV
energy relative to the best compared isomer or geometry (same formula, charge and spin) = 215.30 kJ/mol
HOMO = -8.5 eV
SMILES string = NCNCCCO

```
19
Properties=species:S:1:pos:R:3:lowdin_charge:R:1
C 0.5151 0.4485 -0.0693 -0.23
C 1.1888 -0.4558 -1.1371 -0.19
C 0.2813 -0.8873 -2.2854 -0.22
O -0.0100 0.3341 -3.1026 -0.10
N -0.4005 -0.2457 0.8205 -0.08
C -0.4893 0.4174 2.0899 -0.36
N -1.6621 0.0440 2.9062 0.01
H 1.3123 0.7505 0.5947 0.11
H -0.0022 1.1907 -0.6697 0.12
H 1.6958 -1.3888 -0.7745 0.12
H 2.0156 0.1317 -1.5103 0.10
H -0.6103 -1.3136 -1.8050 0.11
H 0.6992 -1.6291 -2.9788 0.11
H 0.8525 0.3773 -3.5355 0.07
H -1.3080 -0.3897 0.3921 0.11
H 0.3956 0.3249 2.7361 0.11
H -0.5114 1.5051 1.8672 0.11
H -2.3524 0.6962 2.5535 0.06
H -1.6098 0.0896 3.9081 0.06
```

=====

Entry 3:
This record from the Open Molecules 2025 dataset describes a cluster of 2 separate species, C5H7O3P in total in a non-equilibrium geometry. The level of theory is ωB97M-V/def2-TZVPD.

Summary:
Kohn-Sham gap = 6.519 eV
energy relative to the best compared isomer or geometry (same formula, charge and spin) = 0.00 kJ/mol
HOMO = -0.7 eV
charge = -2

```
16
Properties=species:S:1:pos:R:3:lowdin_charge:R:1
C -1.4420 0.8960 -0.7410 -0.32
C 0.1640 0.6385 1.0925 0.00
C -2.0139 -0.1051 -1.6991 -0.24
C -0.2187 0.3539 -0.1762 -0.20
C -2.9463 0.2113 -2.6321 -0.54
O 5.0871 -2.3506 4.5493 -0.63
O 6.5729 -2.2796 2.5903 -0.64
O -3.6397 -0.3858 -3.4854 -0.21
P 6.1032 -1.5668 3.8120 0.28
H -2.3869 1.1844 -0.0380 0.13
H -1.3510 1.8405 -1.3537 0.10
H 1.1241 0.2265 1.3404 0.03
H -0.2844 1.3474 1.7263 0.03
H -1.8652 -1.1750 -1.4884 0.08
H 0.2443 -0.2448 -0.8111 0.04
H -3.1475 1.4094 -2.6857 0.10
```

=====

Entry 4:
This record from the Open Molecules 2025 dataset describes a structure of composition C25H20BCuN9. The level of theory is ωB97M-V/def2-TZVPD.

Summary:
spin multiplicity = 2
Kohn-Sham gap (alpha / beta) = 6.891 / 6.909 eV
energy relative to the best compared isomer or geometry (same formula, charge and spin) = 35.39 kJ/mol
HOMO (alpha / beta) = -7.6 / -7.6 eV

```
56
Properties=species:S:1:pos:R:3:lowdin_spin:R:1
Cu 0.5737 -0.9466 -0.9363 0.74
C -0.3739 -5.0489 -1.7142 0.00
C -0.5403 -3.7044 -2.0413 0.00
N 0.3316 -2.9701 -1.3651 0.06
N 1.0696 -3.7907 -0.6186 0.00
C 0.6688 -5.0527 -0.8085 0.00
B 2.2613 -3.2816 0.2139 0.00
N 1.7286 -2.4264 1.3647 0.00
C 1.8941 -2.5515 2.6909 0.00
C 1.2078 -1.5263 3.3092 0.00
C 0.6411 -0.8077 2.2549 0.00
N 0.9680 -1.3669 1.1065 0.00
N 3.0671 -2.3821 -0.7430 0.00
C 4.3717 -2.4357 -1.0345 0.00
C 4.6402 -1.4966 -2.0117 0.00
C 3.4046 -0.9071 -2.2714 0.00
N 2.4800 -1.4517 -1.4937 0.06
H -0.9259 -5.8901 -2.0832 0.00
H -1.2290 -3.2543 -2.7294 0.00
H 1.1496 -5.8680 -0.3055 0.00
H 2.9202 -4.1828 0.6057 0.00
H 2.4803 -3.3502 3.1015 0.00
H 1.1261 -1.3237 4.3590 0.00
H 0.0266 0.0714 2.2675 0.00
H 5.0219 -3.1390 -0.5524 0.00
H 5.5845 -1.2701 -2.4649 0.00
H 3.1507 -0.1422 -2.9789 0.00
N -4.7822 7.2888 1.7092 0.00
C -4.1718 6.3634 1.4153 0.00
C -3.4287 5.2193 1.0398 0.00
C -2.9798 5.0900 -0.2756 0.00
C -2.2638 3.9727 -0.6494 0.00
C -2.0140 2.9602 0.2715 0.00
C -2.4577 3.0904 1.5848 0.00
C -3.1607 4.2143 1.9708 0.00
C -1.2407 1.7745 -0.1545 0.00
C 0.1298 1.9563 -0.2997 0.00
C 0.8344 3.1539 0.0002 0.00
C 2.1679 2.8770 -0.1615 0.00
C 2.2403 1.5308 -0.5644 0.00
N 1.0359 0.9910 -0.6685 0.06
C -1.9309 0.5786 -0.3103 0.00
C -3.3330 0.4119 -0.1428 0.00
C -3.5821 -0.9309 -0.2499 0.00
C -2.3366 -1.5443 -0.4835 0.00
N -1.3646 -0.6493 -0.5611 0.06
H -3.1951 5.8684 -0.9909 0.00
H -1.9068 3.8595 -1.6627 0.00
H -2.2541 2.3052 2.2993 0.00
H -3.5057 4.3250 2.9879 0.00
H 0.3856 4.0809 0.2953 0.00
H 2.9926 3.5470 -0.0162 0.00
H 3.1307 0.9704 -0.7751 0.00
H -4.0359 1.2100 0.0100 0.00
H -4.5312 -1.4241 -0.1662 0.00
H -2.1412 -2.5952 -0.5727 0.00
```

=====

Entry 5:
This record from the Open Molecules 2025 dataset describes the molecule C18H26N2O3. The level of theory is ωB97M-V/def2-TZVPD.

Summary:
Kohn-Sham gap = 9.737 eV
energy relative to the best compared isomer or geometry (same formula, charge and spin) = 74.61 kJ/mol
HOMO = -8.9 eV
SMILES string = CCOCCCNC(=O)[C@H]1CCC(=O)N1CCc1ccccc1

```
49
Properties=species:S:1:pos:R:3:lowdin_charge:R:1
C -3.5343 -1.1138 1.4744 -0.06
C -2.9395 -1.9507 0.3536 -0.26
O -1.5237 -1.9101 0.4382 -0.20
C -0.8542 -2.8887 -0.3282 -0.21
C -0.6716 -2.5115 -1.8039 -0.14
H -0.3846 -3.4050 -2.3591 0.12
C 0.4053 -1.4507 -1.9912 -0.17
N 0.0414 -0.2267 -1.3082 0.11
C 0.8003 0.8730 -1.4251 -0.46
O 1.7433 0.9580 -2.1865 0.07
C 0.3593 2.0882 -0.5931 -0.18
N -0.6170 1.8109 0.4338 -0.01
C -1.8739 2.1786 0.1035 -0.46
O -2.8536 2.0081 0.7996 0.05
C -1.8365 2.8077 -1.2780 -0.06
H -2.4738 3.6887 -1.3214 0.12
C -0.3586 3.1060 -1.5018 -0.09
H -0.0452 2.9959 -2.5380 0.12
H -0.1257 4.1209 -1.1775 0.12
H -2.2185 2.0768 -1.9938 0.13
C -0.3561 1.1259 1.6867 -0.12
H -0.5599 0.0541 1.5786 0.10
H -1.0864 1.5259 2.3983 0.13
C 1.0597 1.3250 2.2296 -0.11
C 2.1050 0.5386 1.4812 -0.24
C 3.2104 1.1633 0.9195 -0.06
C 4.1573 0.4366 0.2202 -0.07
C 4.0182 -0.9323 0.0834 -0.08
C 2.9349 -1.5703 0.6631 -0.10
C 1.9875 -0.8409 1.3581 -0.05
H 1.1488 -1.3487 1.8130 0.11
H 2.8322 -2.6436 0.5783 0.10
H 4.7520 -1.5006 -0.4683 0.10
H 5.0021 0.9420 -0.2221 0.11
H 3.3365 2.2321 1.0283 0.11
H 1.3117 2.3872 2.2286 0.12
H 1.0513 0.9899 3.2708 0.13
H 1.2700 2.5213 -0.1735 0.14
H -0.6387 -0.3202 -0.5665 0.11
H 0.5464 -1.2201 -3.0520 0.13
H 1.3659 -1.8138 -1.6034 0.11
H -1.6195 -2.1515 -2.2080 0.11
H 0.1278 -3.0066 0.1391 0.11
H -1.3924 -3.8444 -0.2539 0.12
H -3.2720 -2.9959 0.4451 0.12
H -3.2770 -1.5712 -0.6217 0.12
H -4.6140 -1.2329 1.4782 0.08
H -3.3027 -0.0606 1.3409 0.04
H -3.1382 -1.4440 2.4311 0.08
```

=====

Entry 6:
This record from the Open Molecules 2025 dataset describes a cluster of 3 separate species, C22H30ClN2O6 in total. The level of theory is ωB97M-V/def2-TZVPD.

Summary:
Kohn-Sham gap = 8.487 eV
HOMO = -11.2 eV
charge = +1

```
61
Properties=species:S:1:pos:R:3:lowdin_charge:R:1
C -0.0642 -3.6572 0.1761 -0.09
C 1.2406 -3.2727 -0.5259 -0.24
C 1.0372 -2.9773 -1.9978 -0.63
Cl 2.5822 -2.7400 -2.8349 0.72
N 0.2020 -1.7779 -2.1917 -0.04
C -1.1227 -1.7835 -2.1806 -0.03
N -1.5386 -0.5302 -2.3593 0.17
C -0.4554 0.3130 -2.4927 -0.19
C -0.5647 1.7875 -2.6910 -0.11
C -0.5729 2.5594 -1.3562 -0.13
C -0.0768 3.9911 -1.4195 -0.23
C 0.6978 4.4979 -2.4512 -0.05
C 1.1238 5.8173 -2.4244 -0.07
C 0.7796 6.6426 -1.3727 -0.07
C 0.0071 6.1531 -0.3333 -0.06
C -0.4058 4.8323 -0.3620 -0.05
C 0.6423 -0.4857 -2.3878 0.02
H -0.6059 -2.7940 0.5660 0.08
H -0.7107 -4.2389 -0.4818 0.06
H 0.1734 -4.3022 1.0161 0.07
H 1.7299 -2.4288 -0.0390 0.12
H 1.9280 -4.1179 -0.4709 0.12
H 0.5618 -3.8168 -2.4996 0.12
H -1.7363 -2.6591 -2.0547 0.17
H -2.5066 -0.2473 -2.3814 0.19
H 0.2529 2.0941 -3.3373 0.11
H -1.4922 1.9998 -3.2275 0.13
H -1.6021 2.5898 -0.9928 0.12
H 0.0184 2.0095 -0.6205 0.12
H 0.9795 3.8804 -3.2940 0.10
H 1.7282 6.2143 -3.2293 0.11
H 1.0968 7.6764 -1.3523 0.11
H -0.2671 6.7887 0.4960 0.09
H -1.0202 4.4481 0.4461 0.11
H 1.6710 -0.1768 -2.4338 0.13
C 2.5898 5.2915 5.1302 -0.02
C 1.4619 6.1958 4.7097 -0.32
C 0.3123 5.5207 3.9891 -0.09
O -0.1810 6.5725 3.1492 0.05
C 0.8478 7.4249 2.9069 -0.57
O 0.8244 8.2948 2.0999 0.16
O 1.8960 7.1338 3.7054 0.09
H 3.0380 4.8119 4.2594 0.09
H 3.3690 5.8573 5.6380 0.09
H 2.2211 4.5241 5.8111 0.09
H 1.0921 6.7752 5.5597 0.16
H -0.4774 5.1706 4.6483 0.14
H 0.6564 4.7000 3.3537 0.13
C -1.9643 -10.1406 -0.4334 -0.02
C -1.9197 -8.7790 0.2065 -0.32
C -2.1515 -7.6074 -0.7240 -0.09
O -1.3985 -6.5558 -0.0898 0.03
C -0.3993 -7.1492 0.6229 -0.56
O 0.5196 -6.5709 1.1074 0.16
O -0.5949 -8.4741 0.6920 0.10
H -1.1963 -10.2273 -1.2024 0.09
H -1.7865 -10.9192 0.3061 0.09
H -2.9418 -10.3101 -0.8848 0.09
H -2.5984 -8.7289 1.0616 0.16
H -3.1948 -7.3158 -0.8087 0.14
H -1.7345 -7.7837 -1.7181 0.14
```

=====

Question: Which formula does entry 1 have?
Answer: C4H9NO